Version a
{"formula": "H24HeO12", "method": "ωB97M-V/def2-TZVPD", "e_lumo_ev": -0.670, "homo_lumo_gap_ev": 8.9, "spin_multiplicity": 1, "total_charge": 0, "symbols": ["He", "O", "H", "H", "O", "H", "H", "O", "H", "H", "O", "H", "H", "O", "H", "H", "O", "H", "H", "O", "H", "H", "O", "H", "H", "O", "H", "H", "O", "H", "H", "O", "H", "H", "O", "H", "H"], "xyz": [[-0.198, 0.404, 0.233], [2.014, -0.013, -2.562], [2.065, 0.865, -2.941], [2.853, -0.418, -2.783], [-2.827, -0.768, -2.030], [-1.928, -1.006, -2.258], [-3.357, -1.495, -2.355], [1.513, -1.615, 2.059], [0.621, -1.340, 2.272], [1.402, -2.293, 1.393], [-1.889, 2.822, -0.087], [-1.910, 2.095, 0.535], [-1.489, 2.453, -0.874], [-0.070, 2.003, 3.873], [-0.151, 1.094, 3.585], [0.229, 2.475, 3.095], [-0.899, -0.419, 2.842], [-1.126, -1.056, 3.520], [-1.644, -0.431, 2.242], [-2.917, -0.678, 1.029], [-3.184, -0.749, 0.113], [-3.495, -0.009, 1.396], [3.191, 0.422, 2.810], [2.486, -0.210, 2.670], [3.140, 1.009, 2.055], [-0.534, 2.883, -2.836], [0.370, 2.820, -3.142], [-1.012, 2.244, -3.364], [3.112, 1.375, -0.192], [3.250, 2.316, -0.085], [2.635, 1.295, -1.019], [-0.305, -1.606, -3.034], [0.405, -0.983, -2.880], [-0.448, -1.580, -3.980], [0.206, -3.840, 0.559], [-0.597, -3.513, 0.154], [0.491, -4.552, -0.014]]}

=====

Version b
{"formula": "H24HeO12", "method": "ωB97M-V/def2-TZVPD", "e_lumo_ev": -0.379, "homo_lumo_gap_ev": 9.5, "spin_multiplicity": 1, "total_charge": 0, "symbols": ["He", "O", "H", "H", "O", "H", "H", "O", "H", "H", "O", "H", "H", "O", "H", "H", "O", "H", "H", "O", "H", "H", "O", "H", "H", "O", "H", "H", "O", "H", "H", "O", "H", "H", "O", "H", "H"], "xyz": [[0.005, 0.507, -0.063], [0.745, 2.493, -1.193], [0.966, 3.328, -1.607], [1.583, 2.039, -1.106], [2.531, -0.697, 1.142], [2.734, 0.018, 0.540], [2.614, -0.309, 2.013], [-1.088, 2.841, 1.124], [-0.483, 2.526, 0.452], [-0.664, 2.618, 1.953], [3.212, 1.225, -1.146], [3.210, 0.648, -1.911], [3.991, 1.770, -1.259], [-0.248, -1.438, -4.163], [-0.150, -0.549, -3.819], [-0.489, -1.964, -3.400], [-1.790, -2.624, 0.720], [-2.152, -1.849, 0.291], [-0.842, -2.488, 0.701], [1.032, -2.985, 0.593], [1.468, -3.523, -0.068], [1.672, -2.307, 0.812], [-3.475, 0.324, 0.509], [-4.130, 0.076, 1.161], [-3.140, 1.168, 0.815], [1.707, -0.097, 3.726], [0.789, -0.369, 3.748], [2.193, -0.868, 4.018], [-0.384, 1.009, -3.229], [0.079, 1.532, -2.575], [-0.482, 1.594, -3.980], [-2.780, -0.311, -2.182], [-2.053, 0.199, -2.540], [-3.015, 0.142, -1.372], [-0.854, -1.026, 3.496], [-1.649, -0.756, 3.955], [-0.660, -1.896, 3.844]]}

=====

Order of stability, best first: version b, version a

=====

Version a
{"formula": "C5H11N2", "method": "ωB97M-V/def2-TZVPD", "e_lumo_ev": -3.730, "homo_lumo_gap_ev": 9.3, "spin_multiplicity": 1, "total_charge": 1, "symbols": ["C", "C", "C", "C", "N", "C", "N", "H", "H", "H", "H", "H", "H", "H", "H", "H", "H", "H"], "xyz": [[-0.556, 1.479, -0.615], [-1.532, 0.342, -0.119], [-1.213, -1.096, -0.379], [-0.296, -1.613, 0.356], [0.925, -0.899, 0.159], [2.022, -1.464, 0.362], [0.647, 1.620, 0.258], [-1.078, 2.448, -0.605], [-0.119, 1.376, -1.629], [-2.387, 0.602, -0.842], [-1.974, 0.661, 0.804], [-1.777, -1.803, -0.884], [-0.358, -2.560, 0.918], [1.961, -2.467, 0.869], [3.021, -1.240, -0.033], [1.318, 2.423, -0.028], [0.317, 1.675, 1.235], [1.081, 0.518, 0.173]]}

=====

Version b
{"formula": "C5H11N2", "method": "ωB97M-V/def2-TZVPD", "e_lumo_ev": -5.673, "homo_lumo_gap_ev": 8.6, "spin_multiplicity": 1, "total_charge": 1, "symbols": ["C", "C", "C", "C", "C", "N", "N", "H", "H", "H", "H", "H", "H", "H", "H", "H", "H", "H"], "xyz": [[-2.008, 1.053, 0.061], [-1.410, 2.085, -0.070], [-1.506, -1.286, -0.277], [2.946, -0.618, 0.201], [-2.587, -0.306, 0.063], [1.350, 1.003, 0.004], [1.641, -0.169, 0.235], [0.290, 1.501, -0.200], [-1.062, 3.024, -0.043], [-0.572, -1.216, 0.366], [-1.031, -1.277, -1.196], [-1.908, -2.342, 0.044], [3.046, -1.394, -0.482], [3.330, -1.064, 1.173], [3.793, 0.205, 0.098], [-3.285, -0.326, -0.761], [-3.224, -0.508, 0.920], [2.198, 1.632, -0.136]]}

=====

Order of stability, best first: version a, version b

=====

Version a
{"formula": "C5H11N2", "method": "ωB97M-V/def2-TZVPD", "e_lumo_ev": -3.843, "homo_lumo_gap_ev": 8.3, "spin_multiplicity": 1, "total_charge": 1, "symbols": ["N", "C", "N", "H", "H", "H", "H", "H", "C", "C", "C", "C", "H", "H", "H", "H", "H", "H"], "xyz": [[1.190, 1.905, 0.454], [0.859, 1.764, -0.801], [1.739, 1.492, -1.734], [2.142, 1.813, 0.780], [0.475, 1.928, 1.164], [-0.182, 1.899, -1.062], [1.473, 1.523, -2.703], [2.669, 1.148, -1.514], [0.430, -2.310, -0.059], [-0.721, -1.637, -0.057], [-1.295, -0.973, 1.106], [-2.512, -0.421, 1.127], [1.091, -2.281, 0.799], [0.747, -2.902, -0.906], [-1.338, -1.605, -0.951], [-0.737, -0.991, 2.039], [-2.865, 0.014, 2.053], [-3.164, -0.366, 0.265]]}

=====

Version b
{"formula": "C5H11N2", "method": "ωB97M-V/def2-TZVPD", "e_lumo_ev": -3.684, "homo_lumo_gap_ev": 9.5, "spin_multiplicity": 1, "total_charge": 1, "symbols": ["C", "C", "C", "C", "C", "N", "N", "H", "H", "H", "H", "H", "H", "H", "H", "H", "H", "H"], "xyz": [[1.276, 1.279, -0.027], [0.248, -1.117, 0.201], [1.790, -0.897, -0.068], [-0.540, 0.210, -0.052], [-1.267, 0.004, -1.309], [2.118, 0.447, -0.040], [-1.290, 0.795, 1.148], [1.486, 2.353, 0.098], [-0.067, -1.919, -0.360], [0.206, -1.342, 1.271], [2.459, -1.249, 0.866], [2.147, -1.403, -1.007], [-0.464, 0.062, -2.137], [-1.975, 0.735, -1.516], [-1.663, -1.044, -1.556], [-2.031, 1.407, 0.802], [-0.718, 1.442, 1.748], [-1.713, 0.236, 1.936]]}

=====

Version c
{"formula": "C5H11N2", "method": "ωB97M-V/def2-TZVPD", "e_lumo_ev": [-5.940, -5.940], "homo_lumo_gap_ev": [8.3, 8.3], "spin_multiplicity": 1, "total_charge": 1, "symbols": ["C", "C", "C", "C", "C", "N", "N", "H", "H", "H", "H", "H", "H", "H", "H", "H", "H", "H"], "xyz": [[1.233, 0.970, -0.171], [0.717, 3.448, 0.061], [-1.613, -2.536, 0.142], [0.415, 2.061, -0.288], [-0.112, -2.581, 0.004], [0.838, -1.594, -0.036], [0.595, -0.290, -0.216], [0.316, 3.732, 1.001], [0.338, 4.271, -0.706], [1.789, 3.621, 0.120], [-2.092, -2.052, 0.932], [-2.194, -2.063, -0.678], [-2.070, -3.506, 0.231], [2.344, 1.097, -0.093], [-0.709, 1.891, -0.289], [0.215, -3.130, 0.962], [0.322, -3.355, -0.691], [-0.332, 0.016, -0.285]]}

=====

Order of stability, best first: version a, version b, version c

=====

Version a
{"formula": "C5H11N2", "method": "ωB97M-V/def2-TZVPD", "e_lumo_ev": -4.860, "homo_lumo_gap_ev": 9.0, "spin_multiplicity": 1, "total_charge": 1, "symbols": ["C", "C", "C", "C", "C", "N", "N", "H", "H", "H", "H", "H", "H", "H", "H", "H", "H", "H"], "xyz": [[-0.137, 0.113, -0.938], [0.811, 0.020, -1.807], [-0.905, 0.915, -0.048], [-2.885, -1.168, 0.792], [2.691, 0.872, 0.721], [-1.691, -1.405, 0.360], [-0.797, -0.510, 0.187], [1.348, -0.970, -1.979], [1.209, 0.734, -2.412], [-0.396, 1.519, 0.681], [-1.892, 1.288, -0.422], [2.525, 0.352, -0.179], [-3.480, -2.039, 0.956], [-3.318, -0.299, 1.033], [3.824, 1.017, 0.736], [2.136, 1.759, 0.698], [2.294, 0.205, 1.460], [-1.336, -2.403, 0.161]]}

=====

Version b
{"formula": "C5H11N2", "method": "ωB97M-V/def2-TZVPD", "e_lumo_ev": -3.660, "homo_lumo_gap_ev": 9.9, "spin_multiplicity": 1, "total_charge": 1, "symbols": ["C", "C", "C", "C", "C", "N", "N", "H", "H", "H", "H", "H", "H", "H", "H", "H", "H", "H"], "xyz": [[2.913, -0.779, 0.111], [2.566, 0.176, 0.790], [-1.144, 0.526, 0.199], [-0.606, -1.705, -0.765], [-1.521, -0.670, -0.197], [-1.712, 1.607, 0.930], [0.253, 0.948, -0.214], [2.733, -1.391, -0.727], [0.348, 1.857, 0.264], [2.794, 0.880, 1.559], [-0.403, -1.339, -1.777], [-1.006, -2.722, -0.638], [0.298, -1.648, -0.199], [-2.477, -1.113, 0.013], [-2.067, 2.318, 0.255], [-2.491, 1.452, 1.577], [0.290, 1.093, -1.181], [1.235, 0.511, 0.001]]}

=====

Order of stability, best first: version b, version a

=====

Version a
{"formula": "C5H13NO", "method": "ωB97M-V/def2-TZVPD", "e_lumo_ev": [3.954, 3.778], "homo_lumo_gap_ev": [2.8, 9.7], "spin_multiplicity": 2, "total_charge": -1, "symbols": ["C", "C", "C", "C", "C", "N", "H", "H", "H", "H", "H", "H", "H", "H", "H", "H", "H", "H", "H", "O"], "xyz": [[-0.721, -1.381, 0.126], [-1.121, 0.097, -0.107], [-0.120, 0.947, 0.649], [0.675, 1.782, -0.068], [-0.259, 0.905, 2.234], [0.522, -1.797, -0.652], [-0.681, -1.554, 1.220], [-1.481, -2.022, -0.292], [-0.785, 0.198, -1.201], [-2.133, 0.525, 0.000], [1.252, 2.581, 0.419], [0.823, 1.700, -1.132], [-1.338, 0.970, 2.512], [0.336, 1.716, 2.644], [0.253, 0.031, 2.699], [1.354, -1.605, -0.129], [0.476, -2.845, -0.479], [1.036, -0.407, -2.066], [0.616, 0.405, -3.347], [1.295, -0.246, -3.031]]}

=====

Version b
{"formula": "C5H13NO", "method": "ωB97M-V/def2-TZVPD", "e_lumo_ev": [3.124, 3.053], "homo_lumo_gap_ev": [1.8, 9.5], "spin_multiplicity": 2, "total_charge": -1, "symbols": ["C", "C", "C", "C", "C", "N", "H", "H", "H", "H", "H", "H", "H", "H", "H", "H", "H", "H", "H", "O"], "xyz": [[-0.807, 0.677, -0.501], [0.513, -0.021, -0.139], [0.380, -1.376, 0.557], [-0.633, -3.583, -0.150], [0.168, -2.548, -0.361], [-1.558, 0.463, -1.709], [-1.447, 0.407, 0.353], [-0.640, 1.708, -0.198], [0.961, 0.638, 0.613], [1.308, -0.176, -0.873], [1.358, -1.560, 1.001], [-0.319, -1.396, 1.396], [-0.648, -4.417, -0.847], [-1.222, -3.756, 0.744], [0.551, -2.355, -1.352], [-1.348, -0.403, -2.186], [-1.519, 1.222, -2.371], [1.184, 6.132, 1.800], [2.284, 5.147, 2.347], [1.434, 5.196, 1.877]]}

=====

Version c
{"formula": "C5H13NO", "method": "ωB97M-V/def2-TZVPD", "e_lumo_ev": [3.715, 3.590], "homo_lumo_gap_ev": [3.8, 6.3], "spin_multiplicity": 2, "total_charge": -1, "symbols": ["C", "C", "C", "N", "H", "H", "H", "H", "H", "H", "H", "H", "C", "O", "C", "H", "H", "H", "H", "H"], "xyz": [[0.766, 1.327, -2.678], [1.103, 0.305, -1.653], [1.159, 0.455, -0.291], [1.316, -0.758, 0.509], [0.452, 2.269, -2.221], [1.612, 1.511, -3.365], [-0.042, 0.967, -3.319], [1.347, -0.715, -1.991], [0.916, 1.362, 0.242], [1.970, -1.429, 0.077], [1.591, -0.602, 1.472], [0.316, -1.165, 0.506], [-1.736, -0.935, 1.024], [-2.884, -1.563, 1.092], [-1.438, 0.124, 2.155], [-1.461, -0.498, 0.026], [-0.879, -1.744, 1.184], [-0.423, 0.553, 2.075], [-1.525, -0.406, 3.100], [-2.160, 0.942, 2.056]]}

=====

Order of stability, best first: version a, version b, version c